[1]
Entry from the Open Molecules 2025 dataset: 2 unconnected molecules or ions with the total composition C2H4N4 in a non-equilibrium geometry (wB97M-V/def2-TZVPD).

Structure (XYZ):
```
10
Properties=species:S:1:pos:R:3:nbo_charge:R:1
N -0.7694 1.1878 -1.4031 -0.794
C -0.9537 0.6047 -0.2012 0.353
N -0.4232 0.6302 0.9035 -0.115
N 0.2002 -0.0142 1.8111 -0.546
C 1.0183 -1.7475 0.0446 0.097
N 0.8852 -1.5812 -1.0958 -0.385
H -1.3959 0.9441 -2.1628 0.404
H 0.1759 1.3748 -1.6950 0.392
H 0.1254 0.4916 2.6929 0.330
H 1.1372 -1.8903 1.1057 0.264
```

* energy above the lowest of the compared OMol25 structures with the same formula, charge and spin: 362.5 kJ/mol
* charge: 0
* largest force on an atom: 0.0338 hartree/bohr
* HOMO-LUMO gap: 9.3 eV
* E_HOMO: -8.741 eV
* molar mass: 84.08 g mol⁻¹

=====

[2]
Entry from the Open Molecules 2025 dataset: 2 unconnected molecules or ions with the total composition C2H4N4 in a non-equilibrium geometry (wB97M-V/def2-TZVPD).

Structure (XYZ):
```
10
Properties=species:S:1:pos:R:3:nbo_charge:R:1
C -0.7615 -0.9142 -1.0245 0.456
C 1.2060 0.6237 0.7537 0.186
N 1.7070 -2.7784 1.0088 0.412
N 1.5219 -1.6882 0.8649 0.233
N -1.8579 -0.9058 -0.6606 -0.352
N 0.9069 -0.6080 0.5709 -0.325
H 0.0280 -0.7843 -1.6892 0.297
H 2.1545 1.0597 1.4031 0.294
H 0.6186 1.4310 0.4831 0.253
H -2.7591 -1.1545 -0.1684 0.548
```

* energy above the lowest of the compared OMol25 structures with the same formula, charge and spin: 163.5 kJ/mol
* charge: +2
* largest force on an atom: 0.1234 hartree/bohr
* HOMO-LUMO gap: 10.5 eV
* E_HOMO: -22.030 eV
* molar mass: 84.08 g mol⁻¹

=====

[3]
Entry from the Open Molecules 2025 dataset: a single C2H4N4O molecule in a non-equilibrium geometry (wB97M-V/def2-TZVPD).

Structure (XYZ):
```
11
Properties=species:S:1:pos:R:3:nbo_charge:R:1
C -2.5563 0.3280 0.0011 -0.396
N -1.3108 -0.5424 -0.0944 -0.559
C -0.1152 -0.2762 0.0217 0.408
N 0.2940 1.0315 0.0358 -0.277
N 1.5652 0.9802 0.0056 0.139
O 1.9759 -0.3284 -0.1089 -0.145
N 0.8990 -1.1069 0.1460 -0.227
H -2.4920 1.2681 -0.5453 0.226
H -2.6032 0.5798 1.0541 0.205
H -3.3126 -0.3983 -0.3199 0.216
H -1.5023 -1.6695 -0.1057 0.410
```

* energy above the lowest of the compared OMol25 structures with the same formula, charge and spin: 426.4 kJ/mol
* charge: 0
* SMILES string: CNc1nnon1
* largest force on an atom: 0.2057 hartree/bohr
* HOMO-LUMO gap: 9.6 eV
* E_HOMO: -9.011 eV
* molar mass: 100.08 g mol⁻¹

=====

[4]
Entry from the Open Molecules 2025 dataset: a single C2H4N4O molecule (wB97M-V/def2-TZVPD).

Structure (XYZ):
```
11
Properties=species:S:1:pos:R:3:nbo_charge:R:1
N 2.2084 0.4286 0.0877 -0.807
C 0.8800 0.0496 0.0321 0.464
N 0.5065 -1.2084 0.1671 -0.360
N -0.8511 -1.0905 0.1173 -0.388
C -1.1911 0.1866 -0.0725 0.623
O -2.4901 0.5035 -0.2124 -0.670
N -0.1304 0.9597 -0.1266 -0.554
H 2.8351 -0.3561 -0.0320 0.388
H 2.4328 1.2011 -0.5234 0.388
H -1.4583 -1.8909 0.1716 0.416
H -2.7236 1.2032 0.4055 0.501
```

* energy above the lowest of the compared OMol25 structures with the same formula, charge and spin: 28.6 kJ/mol
* charge: 0
* SMILES string: Nc1n[nH]c(O)n1
* largest force on an atom: 0.0066 hartree/bohr
* HOMO-LUMO gap: 9.3 eV
* E_HOMO: -8.613 eV
* molar mass: 100.08 g mol⁻¹

=====

[5]
Entry from the Open Molecules 2025 dataset: a molecular structure, C2H4N4O in a non-equilibrium geometry (wB97M-V/def2-TZVPD).

Structure (XYZ):
```
11
Properties=species:S:1:pos:R:3:nbo_charge:R:1
N -1.6259 1.3693 -1.1479 -0.836
C -0.8813 0.2911 -0.9258 0.573
N 0.5127 1.3050 0.6912 -0.268
N 1.0275 0.2330 0.9341 -0.295
C 0.4209 -1.1229 0.7397 0.275
O 1.4529 -1.9577 0.5442 -0.702
N -0.3944 -0.7786 -0.9859 -0.442
H -1.3171 2.1698 -0.6175 0.437
H -2.6132 1.1888 -1.2420 0.411
H 1.9017 0.1531 1.5114 0.343
H 1.0749 -2.8495 0.5233 0.503
```

* energy above the lowest of the compared OMol25 structures with the same formula, charge and spin: 594.8 kJ/mol
* charge: 0
* largest force on an atom: 0.0201 hartree/bohr
* HOMO-LUMO gap: 8.1 eV
* E_HOMO: -7.711 eV
* molar mass: 100.08 g mol⁻¹

=====

[6]
Entry from the Open Molecules 2025 dataset: 3 unconnected molecules or ions with the total composition C2H4N4O2 in a non-equilibrium geometry (wB97M-V/def2-TZVPD).

Structure (XYZ):
```
12
Properties=species:S:1:pos:R:3:nbo_charge:R:1
C -0.4881 0.4353 -0.3079 0.619
C 1.6626 -0.1392 -0.1570 0.680
H -2.2294 -1.0544 1.1954 0.302
H -3.2450 -0.4357 -0.2093 0.375
H 0.5198 2.6000 -0.2726 0.432
H 2.4437 -2.0191 0.6130 0.488
N -2.2622 -0.9552 -0.1916 -0.633
N -1.8239 0.5359 -0.0346 -0.401
N 0.4605 1.5413 -0.0316 -0.470
N 1.7495 1.1293 -0.0773 -0.292
O 2.8735 -0.9447 -0.0982 -0.636
O 0.3390 -0.6934 -0.4282 -0.463
```

* energy above the lowest of the compared OMol25 structures with the same formula, charge and spin: 681.9 kJ/mol
* charge: 0
* largest force on an atom: 0.1515 hartree/bohr
* HOMO-LUMO gap: 7.8 eV
* E_HOMO: -8.421 eV
* molar mass: 116.08 g mol⁻¹

=====

[7]
Entry from the Open Molecules 2025 dataset: a single C2H4N4O2 molecule in a non-equilibrium geometry (wB97M-V/def2-TZVPD).

Structure (XYZ):
```
12
Properties=species:S:1:pos:R:3:nbo_charge:R:1
H -1.5678 0.1666 -2.1272 0.399
N -1.1629 -0.6900 -1.5630 -0.622
C -0.3162 -0.5721 -0.7102 0.419
N 0.4634 -1.5430 -0.1051 -0.277
N 1.3537 -0.9139 0.6059 0.217
O 1.5143 0.3269 0.3938 -0.168
N 0.3788 0.8213 -0.4008 0.057
O -0.5115 1.5507 0.3104 -0.346
C -1.2481 0.5546 1.1690 -0.359
H -1.5970 -0.2581 0.2632 0.248
H -2.0604 1.2779 1.6253 0.221
H -0.6425 0.1774 2.0931 0.211
```

* energy above the lowest of the compared OMol25 structures with the same formula, charge and spin: 731.4 kJ/mol
* charge: 0
* SMILES string: [H]/N=c1/nnon1OC
* largest force on an atom: 0.1080 hartree/bohr
* HOMO-LUMO gap: 9.5 eV
* E_HOMO: -10.302 eV
* molar mass: 116.08 g mol⁻¹

=====

[8]
Entry from the Open Molecules 2025 dataset: a molecular structure, C2H4N4O2 in a non-equilibrium geometry (wB97M-V/def2-TZVPD).

Structure (XYZ):
```
12
Properties=species:S:1:pos:R:3:nbo_charge:R:1
C -0.0832 -0.5344 -0.1507 0.166
C -1.1422 -1.3746 0.1821 -0.009
H 2.1093 0.8117 -0.8201 0.392
H 3.2009 -0.3164 0.2353 0.393
H -1.1042 -2.4015 0.6906 0.242
H -0.9385 2.6576 0.1199 0.493
N 2.1064 0.0093 -0.1384 -0.710
N 1.1262 -1.0137 0.0062 -0.178
N -2.3659 -0.7423 0.1485 -0.080
N -0.5976 0.6868 -0.3526 0.061
O -2.0371 0.5046 -0.4696 -0.248
O -0.2740 1.7132 0.5488 -0.522
```

* energy above the lowest of the compared OMol25 structures with the same formula, charge and spin: 760.3 kJ/mol
* charge: 0
* largest force on an atom: 0.1358 hartree/bohr
* HOMO-LUMO gap: 7.9 eV
* E_HOMO: -8.138 eV
* molar mass: 116.08 g mol⁻¹